Entry 1:
Entry from the OMol25 dataset: the molecule C6H10 (ωB97M-V/def2-TZVPD).

Geometry (Å):
C (0.72, -0.73, 0.84)
C (0.74, -1.30, -0.60)
C (-0.19, -0.61, -1.53)
C (-0.17, 0.85, -1.23)
C (-0.92, 1.12, 0.11)
C (-0.58, 0.04, 1.15)
H (1.57, -0.05, 0.99)
H (0.83, -1.55, 1.55)
H (0.65, -2.39, -0.64)
H (1.72, -1.08, -1.09)
H (-0.64, 1.42, -2.04)
H (0.86, 1.22, -1.11)
H (-2.00, 1.16, -0.08)
H (-0.64, 2.12, 0.47)
H (-1.42, -0.67, 1.20)
H (-0.49, 0.48, 2.15)

HOMO energy   -0.2915 hartree
Energy   -234.48212 Ha
Energy above the lowest of the compared OMol25 structures with the same formula, charge and spin   75.5 kcal per mole
Gap between HOMO and LUMO   8.1 eV

=====

Entry 2:
Entry from the OMol25 dataset: the molecule C6H10 (ωB97M-V/def2-TZVPD).

Geometry (Å):
C (1.29, 0.74, -1.05)
C (-0.14, 0.84, -0.76)
C (-1.01, 1.79, -1.11)
C (-0.75, -0.38, 0.06)
C (-0.10, -0.82, 1.34)
C (0.32, -2.01, 1.89)
H (1.68, 1.43, -1.79)
H (2.01, 0.61, -0.22)
H (1.35, -0.16, -1.62)
H (-0.59, 2.73, -1.65)
H (-2.09, 1.61, -1.20)
H (-0.93, -1.34, -0.56)
H (-1.71, -0.07, 0.37)
H (-0.15, 0.04, 1.97)
H (-0.06, -3.05, 1.50)
H (0.88, -1.98, 2.85)

HOMO energy   -0.3409 hartree
Energy   -234.52018 Ha
SMILES   C=CCC(=C)C
Energy above the lowest of the compared OMol25 structures with the same formula, charge and spin   51.7 kcal per mole
Gap between HOMO and LUMO   10.4 eV

=====

Entry 3:
Entry from the OMol25 dataset: a cluster of 2 separate species, C6H10 in total (ωB97M-V/def2-TZVPD).

Geometry (Å):
C (1.32, -0.47, -1.17)
C (0.19, -0.88, 1.03)
C (1.12, -0.01, 0.25)
C (0.27, 0.56, -0.87)
C (-1.16, 0.08, -0.66)
C (-1.03, -0.88, 0.51)
H (1.00, -1.49, -1.40)
H (2.22, -0.15, -1.69)
H (0.52, -1.47, 1.88)
H (1.90, 0.57, 0.74)
H (-0.45, 1.88, 1.72)
H (0.44, 1.57, -1.24)
H (-1.58, -0.39, -1.55)
H (-1.82, 0.92, -0.40)
H (-1.86, -1.49, 0.85)
H (-1.10, 1.65, 2.00)

HOMO energy   -0.3249 hartree
Energy   -234.53241 Ha
SMILES   C1=C[C@H]2C[C@H]2C1.[H][H]
Energy above the lowest of the compared OMol25 structures with the same formula, charge and spin   44.0 kcal per mole
Gap between HOMO and LUMO   10.1 eV

=====

Entry 4:
Entry from the OMol25 dataset: the molecule C6H10 (ωB97M-V/def2-TZVPD).

Geometry (Å):
C (2.28, 0.52, 0.19)
C (1.25, -0.59, 0.43)
C (0.07, -0.48, -0.46)
C (-2.24, -0.50, -0.31)
C (-0.99, 0.37, -0.29)
C (-0.84, 1.74, 0.05)
H (2.73, 0.38, -0.80)
H (1.75, 1.48, 0.22)
H (3.05, 0.47, 0.96)
H (1.68, -1.59, 0.34)
H (0.85, -0.50, 1.45)
H (-0.10, -1.31, -1.15)
H (-2.98, 0.01, 0.31)
H (-2.63, -0.73, -1.30)
H (-2.03, -1.45, 0.20)
H (-1.86, 2.18, 0.16)

HOMO energy (alpha / beta)   -0.2880 / -0.2880 hartree
Energy   -234.42356 Ha
Energy above the lowest of the compared OMol25 structures with the same formula, charge and spin   112.3 kcal per mole
Gap between HOMO and LUMO (alpha / beta)   6.8 / 6.9 eV

=====

Entry 5:
Entry from the OMol25 dataset: the molecule C6H10 (ωB97M-V/def2-TZVPD).

Geometry (Å):
C (-2.48, 0.74, 0.48)
C (-1.41, 1.09, -0.53)
C (-0.20, 0.39, -0.51)
C (0.14, -0.53, 0.35)
C (1.52, -1.29, 0.02)
C (2.68, -0.32, -0.06)
H (-3.54, 1.22, 0.23)
H (-2.78, -0.33, 0.46)
H (-2.27, 1.04, 1.51)
H (-1.65, 1.80, -1.23)
H (0.65, 0.77, -1.09)
H (-0.50, -0.69, 1.21)
H (1.54, -2.37, 0.18)
H (3.33, -0.35, -0.87)
H (1.74, -0.96, -1.04)
H (3.23, -0.22, 0.87)

HOMO energy   -0.2443 hartree
Energy   -234.33820 Ha
Energy above the lowest of the compared OMol25 structures with the same formula, charge and spin   165.9 kcal per mole
Gap between HOMO and LUMO   5.2 eV

=====

Entry 6:
Entry from the OMol25 dataset: the molecule C6H10 (ωB97M-V/def2-TZVPD).

Geometry (Å):
C (2.53, -0.07, 0.47)
C (1.20, 0.19, -0.13)
C (-1.33, -0.65, -0.91)
C (-2.18, -0.33, 0.27)
C (-1.16, 0.69, -0.18)
C (0.19, 0.89, 0.39)
H (2.71, 0.57, 1.34)
H (3.34, 0.03, -0.26)
H (2.53, -1.11, 0.81)
H (0.99, -0.35, -1.05)
H (-1.70, -0.69, -1.93)
H (-0.59, -1.42, -0.71)
H (-2.04, -0.90, 1.18)
H (-3.20, -0.07, 0.04)
H (-1.65, 1.60, -0.52)
H (0.37, 1.62, 1.19)

HOMO energy   -0.3239 hartree
Energy   -234.54542 Ha
SMILES   C/C=C/C1CC1
Energy above the lowest of the compared OMol25 structures with the same formula, charge and spin   35.8 kcal per mole
Gap between HOMO and LUMO   10.0 eV